The following is a quantum chemistry calculation of a cluster of 11 separate species, C44H121N11O11 in total, from the Open Molecules 2025 dataset.

Structure (XYZ):
```
187
Properties=species:S:1:pos:R:3:forces:R:3
C -4.51155 6.94699 4.38395 0.97 0.49 0.30
O -4.13265 5.63415 4.02054 0.35 0.82 0.29
C -2.73853 5.53570 3.83967 1.13 -1.04 0.56
C -2.44353 4.04369 3.63240 -2.25 -0.11 0.39
C -0.98597 3.76919 3.63865 0.45 -0.01 -0.25
N -3.11314 3.66556 2.36675 -0.38 0.35 0.20
H -4.50681 7.63636 3.54077 0.06 -0.03 -0.37
H -3.79057 7.39187 5.12966 -0.81 -0.56 -0.39
H -5.51340 6.90674 4.76420 -0.42 -0.02 0.39
H -2.35745 6.10606 2.97478 -0.30 -0.04 0.06
H -2.13094 5.84452 4.73549 -0.82 0.11 -0.43
H -2.99564 3.49154 4.46208 0.89 0.68 -0.49
H -0.53001 4.43784 2.91347 0.34 0.41 0.18
H -0.75535 2.79605 3.21782 -0.04 -0.44 0.43
H -0.59785 3.90409 4.65951 0.24 -0.12 -0.47
H -3.97910 4.24480 2.36028 0.67 -0.95 -0.23
H -3.39017 2.68512 2.44722 -0.07 0.38 -0.26
C 4.35989 -1.42050 5.25737 0.65 -0.40 0.35
O 3.10581 -1.24865 4.61431 1.88 0.69 -0.74
C 2.14740 -2.08281 5.10943 -1.58 -0.56 1.45
C 0.96705 -2.22710 4.09807 2.45 -0.01 0.29
C -0.06910 -3.12106 4.68458 -0.47 -1.01 -0.92
N 1.44328 -2.73714 2.79764 0.13 0.46 -0.11
H 5.04133 -0.60925 4.92986 -0.53 -0.44 0.36
H 4.82270 -2.39833 5.01349 -0.25 0.34 -0.41
H 4.29287 -1.49825 6.37333 -0.27 0.72 -0.68
H 2.57407 -3.04879 5.44891 -0.21 0.01 -0.55
H 1.79849 -1.59535 6.04887 -0.41 -0.43 -0.17
H 0.67721 -1.19707 3.94456 -0.67 0.31 -0.19
H -0.87291 -3.30775 3.95427 0.11 0.25 0.29
H -0.49083 -2.77328 5.61722 -0.01 0.10 0.22
H 0.41022 -4.10238 4.82187 -0.21 0.13 0.31
H 1.65265 -3.72958 2.79183 -0.09 -0.01 0.26
H 2.30691 -2.26053 2.51010 -0.43 -0.19 0.29
C 4.22618 1.59912 1.32423 -0.80 0.92 -0.52
O 3.34856 2.36389 2.17537 1.04 -0.18 -0.33
C 3.49917 1.88779 3.50073 0.77 -0.83 -0.28
C 2.60750 2.62582 4.43142 -0.58 0.27 0.92
C 2.86608 4.11332 4.45486 -0.75 0.59 0.37
N 2.79784 2.08527 5.80114 -0.05 0.60 -0.27
H 5.29997 1.79995 1.39887 -0.08 0.14 0.74
H 3.99126 1.88303 0.29259 -0.28 -0.30 0.16
H 4.02440 0.55689 1.52967 0.13 -0.49 -0.30
H 3.25529 0.79264 3.47886 0.31 0.74 0.40
H 4.54515 2.04867 3.85434 -0.39 -0.32 -0.24
H 1.57923 2.53347 4.07632 -0.25 -0.32 -0.04
H 3.84052 4.41434 4.78394 0.77 -0.22 0.30
H 2.14760 4.59340 5.14317 0.18 -0.13 -0.24
H 2.72086 4.56282 3.48325 -0.18 0.00 -0.34
H 2.17873 2.55928 6.44801 0.09 0.32 -0.04
H 2.51895 1.12746 5.87887 -0.02 -0.76 -0.36
C -2.23886 5.58553 -0.59182 -0.36 -0.13 -0.79
O -1.22255 5.99922 0.30076 -1.11 0.33 0.21
C 0.01940 5.48168 -0.05066 0.62 0.88 0.84
C 1.12320 5.94833 0.92674 -0.98 0.02 -0.12
C 1.61300 7.35413 0.57543 -0.07 0.12 0.90
N 2.24186 5.01240 0.73693 0.09 -0.02 1.50
H -2.30079 4.46562 -0.64465 0.24 0.83 -0.17
H -2.11827 6.06289 -1.61292 0.23 -0.74 0.82
H -3.23328 5.91812 -0.26659 0.45 0.08 0.43
H -0.01546 4.41664 -0.08148 -0.01 -1.17 0.09
H 0.28665 5.83341 -1.02259 0.34 0.21 -1.13
H 0.63536 5.95729 1.95410 0.78 -0.08 -0.86
H 1.96149 7.40262 -0.43092 0.41 -0.26 -0.89
H 2.45035 7.69159 1.21619 -0.46 -0.22 -0.10
H 0.81587 8.08803 0.62866 -0.22 0.07 0.29
H 2.05844 4.14785 1.26593 -0.09 0.13 -0.55
H 2.99795 5.40322 1.30659 0.18 -0.10 -0.51
C 2.37278 -0.10794 -6.96219 0.15 0.13 -0.08
O 3.27357 0.97282 -6.90965 -0.23 -0.10 -0.02
C 2.60446 2.22556 -6.77291 0.03 -0.10 -0.11
C 3.69331 3.24878 -7.03297 0.19 0.60 2.01
C 3.15117 4.64835 -6.82709 0.47 1.01 -0.25
N 4.23562 3.15545 -8.32644 0.53 0.21 -1.80
H 1.72307 -0.03226 -6.11718 -0.76 -0.14 0.75
H 2.88984 -1.07368 -6.88997 0.11 0.42 -0.29
H 1.75206 -0.03731 -7.85807 0.02 -0.26 -0.19
H 1.82207 2.37154 -7.56018 0.31 -0.34 0.36
H 2.12123 2.34207 -5.77714 0.32 -0.17 -0.38
H 4.51964 3.04904 -6.28540 -0.78 0.21 -0.68
H 3.84458 5.45377 -7.19928 -0.28 -0.95 0.62
H 2.90340 4.81636 -5.77566 -0.12 0.13 -0.20
H 2.27313 4.79413 -7.45959 -0.36 -0.11 0.17
H 3.57355 3.47795 -9.03966 0.28 -0.19 0.33
H 4.48748 2.20576 -8.53362 0.08 -0.35 -0.19
C 2.17682 -3.57655 -0.59546 -1.33 1.46 0.12
O 3.43597 -3.66368 -0.01473 0.38 -0.38 0.28
C 4.26601 -2.57236 -0.30571 -0.13 -0.45 -0.15
C 5.56613 -2.74795 0.42883 -0.33 1.77 1.85
C 5.32551 -2.49796 2.00474 0.32 0.59 -2.31
N 6.45409 -1.69965 -0.07698 1.27 -0.23 -0.37
H 1.71248 -4.55879 -0.60485 0.06 -0.07 -0.08
H 2.19917 -3.12592 -1.60893 0.17 -0.55 0.24
H 1.51411 -2.86968 -0.00719 0.56 -0.72 -0.41
H 4.49761 -2.57831 -1.38413 -0.26 0.22 0.00
H 3.78627 -1.61861 -0.02271 0.10 -0.08 -0.13
H 5.96754 -3.72905 0.25317 0.00 -0.66 -0.02
H 6.19717 -2.71286 2.59533 0.55 -0.11 0.14
H 4.54755 -3.17283 2.28982 -0.71 -0.22 0.48
H 5.07175 -1.41719 2.14571 -0.03 -0.97 -0.09
H 7.41333 -2.07012 -0.04429 -0.43 0.53 0.13
H 6.30705 -1.50615 -1.07298 -0.15 -0.20 0.41
C -0.66672 -5.42097 -4.30256 0.16 0.42 -0.23
O -2.02946 -5.60319 -4.05593 -0.75 0.32 -0.14
C -2.65128 -6.39335 -5.03487 -0.01 -1.56 0.82
C -4.12672 -6.66713 -4.71974 1.44 0.64 0.79
C -4.31067 -7.47978 -3.44609 -0.44 0.75 0.70
N -4.61046 -7.39331 -5.84533 -1.14 -0.19 -1.59
H -0.09936 -6.36923 -4.28717 -0.16 0.31 0.06
H -0.33937 -4.72701 -3.53300 0.42 -0.18 0.10
H -0.53035 -4.91173 -5.26520 0.17 -0.20 -0.09
H -2.55967 -6.00436 -6.04946 0.22 0.32 -0.09
H -2.16544 -7.38810 -4.97316 -0.06 0.20 -0.55
H -4.62716 -5.70466 -4.60942 -0.10 0.29 0.26
H -4.11490 -8.53871 -3.55103 0.33 -0.18 -0.30
H -5.36210 -7.38045 -3.18918 -0.29 -0.20 0.21
H -3.76838 -7.08533 -2.56465 -0.03 -0.12 -0.66
H -4.61866 -6.77588 -6.67016 0.15 -0.43 0.39
H -5.59607 -7.61453 -5.71328 0.17 -0.20 0.07
C -2.24551 0.95519 -3.26211 0.68 0.84 0.37
O -1.03612 1.31421 -4.00252 -0.63 -0.19 0.77
C -1.01277 2.65022 -4.51094 -2.14 -0.39 -0.66
C -0.41351 3.65568 -3.57429 -0.65 -1.00 0.42
C -0.46924 4.98824 -4.24481 -0.23 0.31 -0.95
N 0.95469 3.26680 -3.31825 0.00 0.61 -0.49
H -3.06834 0.80231 -3.92699 -0.62 0.30 -0.70
H -2.54343 1.65800 -2.44761 0.42 0.06 -0.77
H -2.15278 0.01297 -2.74968 0.80 -0.52 -0.05
H -0.53403 2.68464 -5.49378 0.56 -0.42 0.24
H -2.06305 2.95622 -4.77389 0.57 -0.15 0.46
H -1.03833 3.60094 -2.63417 0.40 0.47 -0.65
H 0.04659 5.72438 -3.65310 0.03 0.54 0.24
H -1.51889 5.26910 -4.41566 0.33 0.21 0.15
H 0.03685 4.95425 -5.24093 -0.29 -0.09 0.72
H 0.93975 2.33906 -2.95203 0.28 -0.59 0.40
H 1.31267 3.91067 -2.63736 0.58 -0.01 0.49
C -4.05467 -1.20896 2.52049 0.87 -0.58 -0.78
O -4.45455 -2.21990 3.40183 0.47 0.09 1.20
C -3.81472 -2.05733 4.69284 -0.81 0.77 -0.21
C -4.24712 -3.20280 5.56440 0.91 -0.47 0.70
C -3.85330 -4.56661 4.93953 0.74 0.52 -0.23
N -5.67021 -3.18669 5.89447 0.20 0.07 0.17
H -4.21709 -0.22918 2.90590 -0.09 0.96 0.65
H -4.56058 -1.23532 1.56011 -0.43 -0.52 0.04
H -3.00090 -1.37000 2.30592 0.38 0.43 -0.16
H -2.68875 -1.99815 4.71796 -0.94 0.00 -0.76
H -4.21752 -1.11953 5.18894 0.52 -0.59 -0.65
H -3.64340 -3.01598 6.50113 -0.67 -0.51 -0.57
H -3.59801 -5.33148 5.65565 -0.26 -0.16 0.49
H -2.97842 -4.51690 4.27064 -0.10 0.46 0.34
H -4.61357 -4.93943 4.27951 -0.70 -0.14 -0.13
H -5.96276 -2.23377 6.13254 0.04 -0.49 -0.18
H -6.18291 -3.48709 5.07333 -0.13 0.20 0.04
C 1.05185 -1.26766 -3.08373 1.22 0.18 -0.08
O 0.26003 -1.19405 -1.93159 -0.25 -0.61 -0.90
C 0.59976 -0.11538 -1.14016 -1.16 0.53 1.08
C -0.46367 -0.09584 -0.00108 1.19 -0.71 -1.28
C -0.25303 1.08949 0.84466 -0.10 1.74 0.49
N -0.57825 -1.26404 0.85079 0.39 0.14 0.79
H 0.92962 -2.26558 -3.51694 0.13 0.19 0.00
H 2.13291 -1.06472 -2.81993 -0.77 -0.53 -0.23
H 0.79755 -0.49650 -3.81059 -0.33 0.05 -0.11
H 1.62656 -0.21424 -0.86264 1.02 -0.14 0.85
H 0.53857 0.86501 -1.64042 -0.27 -0.26 -0.31
H -1.34236 -0.00726 -0.60743 -1.02 0.05 0.00
H -0.26406 2.04836 0.30306 0.00 -0.36 -0.26
H 0.74530 1.04754 1.29442 -0.24 -0.04 0.50
H -1.07708 1.20385 1.55563 0.42 -0.23 0.33
H 0.16498 -1.29740 1.54729 -0.12 0.24 0.01
H -0.47414 -2.16314 0.42117 -0.24 -0.20 -0.87
C -1.47589 -5.00170 1.34242 -0.58 0.80 -0.18
O -1.68126 -5.59356 0.09349 0.08 -0.38 -0.96
C -1.50718 -4.71800 -0.99071 -0.08 1.12 -0.92
C -2.55462 -3.63118 -1.14628 -0.92 0.79 1.34
C -3.93865 -4.22097 -1.15677 0.41 -1.02 -0.24
N -2.41028 -2.76033 -2.28957 -1.37 -0.89 -1.04
H -1.33363 -5.82521 2.03766 0.51 0.22 0.21
H -2.38179 -4.45566 1.66801 0.26 0.00 0.00
H -0.65856 -4.25900 1.23470 -0.03 -0.51 0.71
H -0.57327 -4.11297 -0.93889 0.21 -0.88 0.03
H -1.61973 -5.24271 -1.94581 0.61 -0.55 0.55
H -2.52064 -2.95780 -0.26328 0.11 -0.29 -0.20
H -4.62555 -3.40771 -1.12423 -0.87 0.41 -0.04
H -4.02214 -4.84785 -0.26686 -0.38 -0.05 -0.12
H -4.10152 -4.85215 -2.06434 0.06 0.48 0.60
H -2.64257 -3.25503 -3.16063 0.01 0.07 0.51
H -1.50209 -2.42352 -2.40923 1.80 0.82 0.08
```
Forces are in eV/Å.

Output
LUMO level   0.52 eV
Structure (SMILES)   COC[C@H](C)N.COC[C@H](C)N.COC[C@H](C)N.COC[C@H](C)N.COC[C@H](C)N.COC[C@H](C)N.COC[C@H](C)N.COC[C@H](C)N.COC[C@H](C)N.COC[C@H](C)N.COC[C@H](C)N
ΔE to the lowest compared entry with this formula, charge and spin   42.0 kcal per mole
Multiplicity   1
Frontier orbital gap   9.142 eV
Max |F|   2.6 eV Å⁻¹
HOMO level   -8.618 eV
Total energy   -86497.4136 eV